Entry 1:
Here is a cluster of 2 separate species, C2H10N2 in total in a non-equilibrium geometry from the Open Molecules 2025 dataset. Energies are from wB97M-V/def2-TZVPD.

```
14
Properties=species:S:1:pos:R:3:forces:R:3
C 2.21341 -0.48684 0.22546 1.6 1.2 -0.4
N 1.67633 0.75656 -0.40650 -0.3 -0.2 0.6
H 3.02735 -0.86537 -0.47116 -0.7 0.4 1.1
H 2.63041 -0.31540 1.28597 -0.6 -0.5 -1.5
H 1.45551 -1.25272 0.19746 -0.3 -0.1 0.3
H 0.74516 0.97550 -0.01908 0.7 -0.1 -0.2
H 2.28710 1.57177 -0.25904 -0.4 -0.7 0.0
C -1.92576 -0.59744 -0.27065 -1.0 -1.2 -0.8
N -1.81195 0.67989 0.28041 -0.9 2.1 3.3
H -1.46005 -1.22256 0.46372 0.0 -1.2 0.0
H -2.97327 -0.90042 -0.50955 0.6 -0.2 0.2
H -1.36592 -0.64236 -1.19758 0.2 -0.1 -0.1
H -1.96380 1.40687 -0.34644 -0.1 1.4 -1.6
H -2.53454 0.89253 1.02699 1.3 -0.8 -1.0
```
Forces are in eV/Å.

The calculation puts the HOMO-LUMO gap at 10.05 eV. As for the charge: 0. The multiplicity is 1. The structure (SMILES) is CN.CN. The value obtained for the molecular weight is 62.12 g mol⁻¹. The energy above the lowest of the compared OMol25 structures with the same formula, charge and spin comes out at 80.7 kJ/mol. The calculation puts the HOMO energy at -8.90 eV.



Entry 2:
Here is a cluster of 6 separate species, C30H60IN5O7S in total from the Open Molecules 2025 dataset. Energies are from wB97M-V/def2-TZVPD.

```
104
Properties=species:S:1:pos:R:3:forces:R:3
O -2.99570 4.04157 2.55782 0.0 0.2 0.3
C -2.87328 3.13585 3.34949 0.0 -0.1 -0.2
C -4.02458 2.57807 4.11452 0.0 -0.2 0.3
C -4.03898 1.28478 4.44295 0.1 0.2 0.0
C -2.90604 0.41313 4.01773 0.0 0.1 -0.1
O -3.05302 -0.74478 3.70756 0.0 -0.1 0.3
C -1.58433 1.10254 3.93958 0.1 0.1 0.0
C -0.40199 0.42487 4.18248 -0.1 0.2 -0.2
C 0.80692 1.10732 4.08888 0.0 0.0 -0.1
I 2.53167 0.01380 4.50899 0.0 0.0 0.0
C 0.83775 2.45769 3.71853 -0.1 -0.1 0.2
S 2.35845 3.35728 3.53525 0.2 0.0 -0.1
C -0.36292 3.11660 3.45584 0.0 -0.1 -0.1
C -1.57040 2.45298 3.58813 0.1 -0.1 0.1
H -4.83668 3.24525 4.37192 -0.1 0.0 -0.2
H -4.85380 0.82245 4.98388 -0.1 -0.1 -0.2
H -0.43077 -0.62149 4.44947 0.0 0.0 0.0
H 2.23482 4.10909 4.63575 -0.1 0.0 0.1
H -0.33983 4.15301 3.14968 -0.1 0.0 0.0
C 4.14252 1.84065 7.44925 -0.2 0.0 0.2
O 3.86381 0.53270 7.91361 0.1 0.1 -0.1
C 4.99732 -0.27587 8.15927 0.0 -0.2 0.0
C 5.67676 -0.04469 9.51537 0.0 0.2 0.0
C 6.51635 1.22707 9.58074 0.1 0.0 0.0
N 4.72516 -0.04455 10.62880 -0.1 -0.1 -0.1
H 5.02982 1.86115 6.80963 0.0 0.0 0.0
H 4.27369 2.53226 8.28537 0.1 0.1 -0.1
H 3.28392 2.16991 6.86429 0.0 0.0 0.0
H 4.62557 -1.30398 8.13814 0.0 0.0 0.0
H 5.71956 -0.17268 7.33757 0.0 0.0 0.0
H 6.35313 -0.89198 9.66489 0.0 0.0 0.0
H 5.89293 2.11505 9.68414 0.0 0.0 0.0
H 7.17550 1.19349 10.44737 0.0 0.0 0.0
H 7.13356 1.34251 8.68767 0.0 0.0 0.0
H 4.24723 -0.93969 10.66912 0.1 0.0 0.1
H 3.99357 0.62825 10.41643 0.0 0.0 0.0
C -4.33794 1.93571 -2.36393 0.1 -0.1 -0.2
O -3.64044 1.57068 -1.18908 0.1 0.1 -0.1
C -4.04303 2.19594 0.00867 0.0 -0.1 0.1
C -5.26106 1.54232 0.67424 -0.1 -0.1 -0.1
C -6.58615 1.87635 -0.00287 -0.1 0.1 0.0
N -5.13670 0.08516 0.78027 0.2 0.1 0.0
H -4.61903 2.99376 -2.35817 0.0 0.0 0.1
H -5.22896 1.32214 -2.51931 -0.1 0.1 0.1
H -3.66349 1.76072 -3.20329 0.0 0.0 0.0
H -3.19024 2.09438 0.68565 0.0 0.0 0.0
H -4.20153 3.27137 -0.14580 -0.1 0.0 0.0
H -5.30390 1.94221 1.69308 0.0 0.0 0.0
H -6.71783 1.30936 -0.92406 0.0 0.0 0.0
H -7.41607 1.62011 0.65537 0.0 0.0 0.0
H -6.65420 2.94014 -0.23982 0.0 0.0 0.0
H -4.32438 -0.15143 1.34416 -0.1 0.0 0.1
H -4.92957 -0.29164 -0.14400 -0.1 0.0 0.0
C -0.71830 -3.85164 -3.21051 0.0 -0.1 0.1
O -1.51360 -4.11881 -2.07127 0.0 0.0 -0.1
C -1.43806 -3.15826 -1.03529 0.0 0.0 0.1
C -2.33613 -1.93108 -1.23085 0.0 0.0 -0.2
C -1.81574 -0.94590 -2.26865 0.0 0.1 0.0
N -3.71951 -2.28875 -1.56248 0.0 -0.1 0.1
H 0.22054 -3.36086 -2.93409 -0.1 0.0 0.0
H -1.24243 -3.23122 -3.94202 0.1 0.0 0.0
H -0.48866 -4.80844 -3.67899 0.0 0.0 0.0
H -1.76042 -3.68098 -0.13076 0.0 0.0 0.0
H -0.39373 -2.85302 -0.88282 0.0 0.1 0.0
H -2.36175 -1.41005 -0.26750 0.0 0.0 0.0
H -1.98154 -1.29705 -3.28842 0.0 -0.1 0.1
H -2.33987 -0.00083 -2.16349 0.0 0.0 0.0
H -0.74567 -0.76202 -2.14004 0.0 0.0 0.0
H -4.11530 -2.84902 -0.81262 0.0 0.1 0.0
H -3.69917 -2.91082 -2.36600 0.0 0.1 0.0
C -0.56288 1.93885 -4.04701 -0.1 0.0 0.1
O -1.68280 1.30589 -4.63817 0.0 0.1 0.0
C -1.73192 1.34165 -6.05045 -0.1 -0.1 -0.1
C -0.90727 0.23641 -6.72140 0.1 0.0 0.1
C 0.59755 0.46913 -6.68092 -0.1 0.1 -0.1
N -1.18768 -1.08294 -6.14260 -0.1 0.0 0.0
H -0.26506 2.82707 -4.61226 0.0 0.0 0.0
H 0.29121 1.26269 -3.96359 0.0 0.0 0.0
H -0.85771 2.24125 -3.04171 0.0 0.0 0.0
H -2.78285 1.18726 -6.31119 0.0 0.0 0.1
H -1.44624 2.33648 -6.41757 0.1 0.0 0.0
H -1.21997 0.20694 -7.77027 0.0 0.0 0.0
H 1.01709 0.26242 -5.70063 0.0 0.0 0.0
H 1.09378 -0.20331 -7.38000 0.0 0.0 0.0
H 0.85538 1.49458 -6.95663 0.0 0.0 0.0
H -2.17170 -1.30578 -6.26345 0.0 0.0 -0.1
H -1.06354 -1.00718 -5.13566 0.1 0.0 0.0
C 5.32613 -3.56708 -3.85630 0.1 0.0 0.0
O 5.44097 -2.86498 -5.07815 0.0 0.0 0.1
C 4.42307 -3.11852 -6.02562 0.0 0.0 -0.1
C 3.13834 -2.30673 -5.82259 -0.1 0.0 0.2
C 2.26105 -2.80129 -4.67657 0.0 0.0 -0.1
N 3.39734 -0.87707 -5.63478 0.3 0.0 0.0
H 4.90666 -4.56603 -4.01018 0.0 0.0 0.0
H 4.71075 -3.02891 -3.13095 0.0 0.0 0.0
H 6.32942 -3.66829 -3.44372 0.0 0.0 0.0
H 4.85281 -2.84052 -6.99154 0.0 0.0 0.0
H 4.20207 -4.19379 -6.06317 0.0 0.0 0.0
H 2.55690 -2.41420 -6.74406 0.0 0.0 0.0
H 2.66196 -2.50401 -3.70656 0.0 0.0 0.0
H 1.26253 -2.37186 -4.76677 0.0 0.0 0.0
H 2.16420 -3.88879 -4.69013 0.0 0.0 0.0
H 3.86887 -0.50521 -6.45455 -0.1 0.0 0.0
H 4.07770 -0.77227 -4.88629 0.0 0.0 0.0
```
Forces are in eV/Å.

The calculation puts the HOMO-LUMO gap at 7.50 eV. As for the charge: 0. The multiplicity is 1. The structure (SMILES) is O=C1C=CC(=O)c2cc(I)c(S)cc21.COC[C@@H](C)N.COC[C@@H](C)N.COC[C@@H](C)N.COC[C@@H](C)N.COC[C@@H](C)N. The value obtained for the molecular weight is 761.81 g mol⁻¹. The energy above the lowest of the compared OMol25 structures with the same formula, charge and spin comes out at 0.0 kJ/mol. The calculation puts the HOMO energy at -8.82 eV.



Entry 3:
Here is a structure of composition C7H6FIO2S in a non-equilibrium geometry from the Open Molecules 2025 dataset. Energies are from wB97M-V/def2-TZVPD.

```
18
Properties=species:S:1:pos:R:3:forces:R:3
C 2.78760 -0.86184 -0.45664 0.1 0.2 -0.7
C 1.94760 -1.17701 0.58401 -1.0 -0.2 0.4
C 2.42118 0.20771 -1.37696 1.6 -1.6 -0.1
C 0.69926 -0.50955 0.72289 0.0 -0.2 1.8
C 1.19801 0.79832 -1.29428 -1.3 0.0 0.9
C 0.34317 0.37174 -0.23535 0.5 2.2 -0.7
C -3.38604 -0.31776 1.54302 -0.6 1.7 -3.0
O -1.91648 0.55695 -1.23598 1.2 0.9 1.3
O -1.27270 2.73409 -0.33313 0.9 0.3 0.7
F -3.93218 0.77171 2.04394 0.0 0.5 0.3
S -1.24784 1.30571 -0.09364 -1.5 -2.0 -2.4
I -4.10234 -0.79665 -0.37495 -0.4 -0.3 1.0
H 3.70994 -1.49617 -0.56292 -0.9 1.2 -0.1
H 2.15512 -1.97408 1.31095 0.2 0.5 -0.4
H 3.13723 0.44982 -2.18852 -0.6 0.0 0.6
H 0.08133 -0.56136 1.67823 0.8 -0.4 -1.5
H 0.79115 1.60009 -1.92430 0.6 -0.4 0.0
H -3.41402 -1.10172 2.19362 0.4 -2.2 1.8
```
Forces are in eV/Å.

The calculation puts the HOMO-LUMO gap (spin up / spin down) at 8.48 / 6.24 eV. As for the charge: 0. The multiplicity is 1. The value obtained for the molecular weight is 300.09 g mol⁻¹. The calculation puts the HOMO energy (spin up / spin down) at -9.39 / -8.55 eV.



Entry 4:
Here is a structure of composition C4H5NaO6 in a non-equilibrium geometry from the Open Molecules 2025 dataset. Energies are from wB97M-V/def2-TZVPD.

```
16
Properties=species:S:1:pos:R:3:forces:R:3
H 0.76737 -0.06976 1.32771 -0.1 -0.1 0.1
C -0.15240 0.34931 0.87157 0.4 0.1 -1.1
C -1.24323 -0.71052 0.97307 -0.7 0.0 0.0
O -0.84169 -1.96610 0.42223 -0.3 -0.9 1.3
C -0.79791 -2.18674 -0.90126 2.1 3.9 0.0
O -1.48762 -1.48719 -1.65673 -0.9 -1.5 -0.2
O 0.28072 -2.81453 -1.19918 1.4 0.1 -0.9
Na -0.84077 0.47259 -2.39465 0.6 -0.1 0.5
O 0.11312 0.73480 -0.43415 -0.6 0.0 0.9
H -0.46862 1.19451 1.51802 -0.1 0.0 0.1
H -2.18206 -0.41587 0.48686 0.2 0.3 0.0
H -1.46655 -0.91437 2.02906 0.1 -0.1 -0.1
H 1.32691 -1.88046 -1.18330 -0.1 0.3 -0.1
O 1.40154 0.53759 -2.62296 1.2 0.6 1.5
O 2.41050 -0.84470 -1.15367 -1.9 -0.1 0.6
C 1.99234 0.33762 -1.52348 -1.2 -2.4 -2.6
```
Forces are in eV/Å.

The calculation puts the HOMO-LUMO gap (spin up / spin down) at 5.23 / 6.29 eV. As for the charge: -1. The multiplicity is 2. Its expectation value of S² is 0.7543. The value obtained for the molecular weight is 172.07 g mol⁻¹. The energy above the lowest of the compared OMol25 structures with the same formula, charge and spin comes out at 110.5 kJ/mol. The calculation puts the HOMO energy (spin up / spin down) at -3.07 / -4.15 eV.